An isolated molecule of C4H12NO2P, computed with ωB97M-V/def2-TZVPD.

As for the SMILES: NCC[PH3]CC(=O)O. Its LUMO energy is 0.5 eV. As for the HOMO-LUMO gap: 9.3 eV.

Positions of all 20 atoms, in Å:
N1 2.5120 -1.2176 -0.0342
C1 2.3870 0.1953 -0.3834
C2 1.4640 1.0139 0.5188
P1 -0.3872 0.7239 0.1988
C3 -2.2805 0.4143 -0.1210
C4 -2.7402 -0.9792 0.1635
O1 -3.3857 -1.3170 1.1096
O2 -2.2838 -1.9292 -0.7033
H1 2.6099 -1.3428 0.9660
H2 1.7231 -1.7715 -0.3393
H3 2.0425 0.2508 -1.4237
H4 3.3867 0.6370 -0.3816
H5 1.6645 2.0842 0.3882
H6 1.6808 0.7746 1.5670
H7 -0.4781 1.8848 -0.6045
H8 -0.0795 -0.5024 -0.4674
H9 -0.6893 0.8415 1.5811
H10 -2.5183 0.6811 -1.1576
H11 -2.8321 1.0757 0.5493
H12 -1.7957 -1.5173 -1.4263


A cluster of 2 separate species, C4H12NO2P in total in a non-equilibrium geometry, computed with ωB97M-V/def2-TZVPD.

Its LUMO energy is 0.9 eV. As for the HOMO-LUMO gap: 8.0 eV.

Positions of all 20 atoms, in Å:
C1 -2.4468 -0.4715 -0.4109
C2 -1.0718 1.2920 0.4661
C3 0.6973 -1.6192 -0.7199
C4 -0.9855 0.0913 -0.2943
N1 2.3532 0.3278 1.4155
O1 2.5153 0.9561 -1.0182
O2 -0.1910 -0.9719 0.1153
P1 2.7740 -0.3236 -0.1609
H1 -2.7030 -0.8113 0.5951
H2 -3.3266 0.1372 -0.7273
H3 -2.4949 -1.4798 -1.0107
H4 -0.9091 2.1512 -0.1891
H5 -0.1484 1.3399 1.1197
H6 -1.8624 1.5067 1.1682
H7 0.5789 -1.5005 -1.7356
H8 0.9121 -2.6246 -0.2469
H9 -0.7141 0.2437 -1.3758
H10 3.2530 0.6822 1.8548
H11 2.1440 -0.4109 2.0030
H12 1.6256 1.4853 -0.8482


A cluster of 2 separate species, C4H12NO2S in total in a non-equilibrium geometry, computed with ωB97M-V/def2-TZVPD.

Its LUMO energy is 3.1 eV. As for the total charge: -1. As for the HOMO-LUMO gap: 6.8 eV.

Positions of all 20 atoms, in Å:
C1 0.0389 1.9479 -0.9885
C2 0.7816 0.5724 -0.5745
C3 -0.0384 -0.5624 -0.9274
S1 0.1242 -1.0961 -2.6687
N1 1.2537 0.6575 0.7840
C4 0.6519 -0.5020 1.7654
O1 -0.6127 -0.7433 1.5798
H1 0.5332 2.8784 -0.8488
H2 -0.3072 1.9717 -1.9706
H3 -0.7927 2.1097 -0.2027
H4 1.8533 0.6036 -1.0471
H5 0.3938 -1.3932 -0.3204
H6 -1.0591 -0.7024 -0.5824
H7 1.3767 -0.4670 -3.0476
H8 0.9226 1.6819 1.1646
H9 1.3725 -1.3847 1.5371
H10 0.7055 0.0536 2.8380
H11 -2.0945 1.0646 2.4610
H12 -1.4286 -0.2287 2.8775
O2 -1.9924 0.4949 3.2582


A cluster of 2 separate species, C4H12NO2S in total in a non-equilibrium geometry, computed with ωB97M-V/def2-TZVPD.

Its LUMO energy (alpha / beta) is 0.3 / 0.2 eV. Its spin multiplicity is 2. As for the HOMO-LUMO gap (alpha / beta): 4.5 / 8.1 eV. Its expectation value of S² is 0.75.

Positions of all 20 atoms, in Å:
O1 -1.2784 -0.7711 1.9516
C1 -0.5224 -1.0236 0.9746
C2 -0.1760 0.1067 -0.0446
C3 1.3336 0.3904 -0.0173
C4 2.3299 -0.7776 -0.3046
S1 1.9776 -1.5991 -1.9444
N1 -0.8718 1.3263 0.5847
H1 -0.2669 -2.0772 0.6591
H2 -0.6927 -0.0506 -0.9923
H3 1.6686 1.1705 -0.6912
H4 1.5125 0.4958 1.0602
H5 2.2606 -1.4644 0.4970
H6 3.3634 -0.4497 -0.5362
H7 3.0502 -2.3946 -1.7098
H8 -0.4865 2.1415 -0.0080
H9 -0.5962 1.2760 1.6010
H10 -1.8548 1.1504 0.7263
H11 -4.4304 3.1674 -0.1394
H12 -4.4452 3.7559 1.2972
O2 -4.0846 3.0522 0.7525


How do the records compare in molar mass? In the order shown, they have 137.1, 137.1, 138.2, 138.2 g/mol.
How do the records compare in relative energy (zero: lowest compared OMol25 entry of this formula, charge and spin)? In the order shown, they have 336.73, 388.99, 271.26, 209.46 kJ/mol.